Entry from the Open Molecules 2025 dataset: a cluster of 13 separate species, C43H110N13O23 in total at a distorted geometry (wB97M-V/def2-TZVPD).

Geometry as XYZ:
```
189
C43H110N13O23, DFT wB97M-V/def2-TZVPD
C -4.35862 2.02631 1.52977
C -5.04953 1.12152 0.59005
C -5.38264 1.68352 -0.81847
C -6.42238 0.77801 -1.44453
N -6.49853 0.99131 -3.00726
C -5.29374 0.32817 -3.64575
C -5.58048 -1.16063 -3.63201
C -7.14892 -1.32194 -3.57908
C -7.69126 0.08342 -3.49003
C -6.82494 2.43304 -3.39736
H -4.76865 3.03482 1.47604
H -3.28229 2.02349 1.35772
H -4.55980 1.75098 2.56505
H -6.05046 0.88797 0.95293
H -4.55996 0.14766 0.58716
H -4.38721 1.66254 -1.26207
H -5.77704 2.69958 -0.83132
H -7.41842 0.93651 -1.03116
H -6.01271 -0.21242 -1.24624
H -5.14842 0.68538 -4.66524
H -4.37318 0.55995 -3.11008
H -5.03788 -1.76710 -4.35719
H -5.06616 -1.50955 -2.73656
H -7.44540 -1.99403 -4.38436
H -7.29110 -1.97211 -2.71586
H -8.00620 0.47620 -4.45679
H -8.59334 0.07426 -2.87826
H -5.86131 2.86923 -3.13418
H -7.60551 2.75286 -2.70705
H -7.15032 2.67098 -4.41009
C -0.43925 7.41799 -4.94222
C 0.31173 6.16526 -4.99780
C 0.94330 5.86715 -3.60840
C 1.85079 4.57342 -3.49665
N 2.53086 4.30445 -2.05828
C 1.43703 4.00439 -1.00934
C 1.35232 5.28516 -0.16772
C 2.39244 6.22494 -0.74871
C 3.39169 5.42086 -1.53400
C 3.37042 3.03179 -2.29814
H 0.29031 8.19825 -4.72529
H -1.07376 7.44730 -4.05642
H -0.97786 7.71691 -5.84146
H 1.02108 6.19275 -5.82494
H -0.17800 5.24080 -5.30381
H 0.13183 5.84203 -2.88109
H 1.55162 6.73923 -3.36859
H 2.69680 4.68258 -4.17522
H 1.34889 3.65777 -3.80936
H 1.76166 3.18659 -0.36596
H 0.46536 3.79547 -1.45689
H 1.60101 5.08927 0.87530
H 0.33883 5.67715 -0.25302
H 2.97116 6.76973 -0.00280
H 1.95345 6.95947 -1.42388
H 4.21004 4.95211 -0.98750
H 3.81282 5.95235 -2.38739
H 2.74177 2.18963 -2.58743
H 3.78217 2.85295 -1.30487
H 4.17288 3.26146 -2.99912
C -2.22992 -6.32650 0.71612
N -0.76056 -6.60281 0.46845
C -0.54108 -8.09345 0.58432
C -0.51796 -6.37597 -1.06040
C 0.32970 -5.74639 1.30098
C 0.45753 -6.02427 2.84720
O 0.91670 -7.36354 3.04404
H -2.44319 -5.25864 0.76397
H -2.51686 -6.76679 1.67106
H -2.84394 -6.79845 -0.05091
H -1.17177 -8.63718 -0.11902
H -0.80435 -8.23941 1.63193
H 0.49447 -8.43200 0.61780
H -0.90476 -5.36447 -1.18429
H -1.21727 -7.01003 -1.60541
H 0.50840 -6.55838 -1.37885
H -0.15125 -4.77015 1.23982
H 1.23730 -5.89327 0.71548
H -0.52690 -5.98735 3.31371
H 1.09878 -5.31213 3.36657
H 0.96254 -7.48967 3.99461
C 0.68142 3.15196 6.91132
N 1.03564 1.68828 6.68591
C 2.02859 1.19218 7.83936
C -0.26483 0.90515 6.71462
C 1.65571 1.51443 5.22401
C 2.80009 2.49320 4.87932
O 3.88554 2.30703 5.67501
H 0.27504 3.56599 5.98853
H 1.67540 3.52991 7.15066
H 0.01703 3.41110 7.73566
H 1.51581 1.20807 8.80109
H 2.89041 1.85891 7.86775
H 2.38106 0.19701 7.56828
H -0.09944 -0.04326 6.20347
H -1.00888 1.38262 6.07705
H -0.68619 0.86465 7.71907
H 0.79144 1.80447 4.62652
H 1.91719 0.46113 5.12259
H 2.30045 3.45753 4.97173
H 3.16195 2.44727 3.85216
H 4.49564 3.03897 5.55826
C 1.15139 -0.83695 -4.65566
N 0.06636 -1.96116 -4.94549
C 0.02535 -2.96940 -3.83407
C -1.25340 -1.19528 -4.95847
C 0.32908 -2.59160 -6.38398
C 0.16117 -1.71627 -7.62723
O -1.10228 -1.23380 -8.07615
H 1.00011 -0.41531 -3.66196
H 0.93045 -0.10216 -5.42986
H 2.14913 -1.25751 -4.78101
H -0.04227 -2.46044 -2.87257
H 0.97544 -3.46293 -4.03860
H -0.81169 -3.66726 -3.85569
H -1.31202 -0.41763 -5.72000
H -1.45348 -0.68927 -4.01400
H -2.09615 -1.84818 -5.18562
H -0.36630 -3.42886 -6.32453
H 1.28594 -3.11329 -6.40310
H 0.71551 -2.10000 -8.48372
H 0.64047 -0.75710 -7.43131
H -1.01408 -0.53512 -8.72858
C -0.54262 -2.09972 0.31942
N -0.74785 -0.59092 0.35743
C -1.92283 -0.21236 -0.58525
C -1.25713 -0.25120 1.73489
C 0.48928 0.21092 -0.01543
C 1.79963 -0.07357 0.78781
O 1.63531 0.12601 2.18272
H -0.29241 -2.36275 -0.70835
H -1.47744 -2.59687 0.57835
H 0.26950 -2.38000 0.99023
H -1.68218 -0.69360 -1.53318
H -2.01195 0.87011 -0.67696
H -2.82067 -0.69683 -0.20146
H -1.30689 0.83135 1.85200
H -0.58895 -0.67678 2.48356
H -2.27475 -0.62480 1.84882
H 0.20391 1.26125 0.04355
H 0.65262 0.01087 -1.07439
H 2.61070 0.54737 0.40742
H 2.02698 -1.10220 0.50792
H 1.88572 -0.71817 2.56513
C 7.05765 -1.10926 2.57298
N 5.94638 -0.06589 3.07039
C 6.58063 1.24482 3.64373
C 5.04462 0.45897 1.91952
C 4.98012 -0.76381 4.08309
C 5.57834 -1.06293 5.52227
O 6.42635 -2.16821 5.45373
H 7.63540 -1.45576 3.42985
H 7.61993 -0.50831 1.85827
H 6.60690 -2.01803 2.17415
H 7.51338 0.90652 4.09499
H 5.87809 1.62280 4.38648
H 6.86208 1.99196 2.90166
H 4.41143 -0.30147 1.46247
H 5.76752 0.83214 1.19408
H 4.46731 1.31142 2.27749
H 4.71096 -1.67844 3.55477
H 4.04763 -0.20405 4.15558
H 4.78273 -1.25626 6.24179
H 5.93007 -0.16577 6.03167
H 6.27685 -2.61611 6.28958
N 2.70734 -2.98337 -1.85260
O 2.19481 -3.65300 -0.96993
O 2.52546 -1.81943 -1.94992
O 3.50840 -3.48061 -2.62610
N -0.99717 2.10572 -3.84616
O -0.41214 1.60520 -2.90228
O -2.18101 2.31638 -3.74924
O -0.41404 2.41902 -4.83617
N -0.53219 3.63649 2.71387
O 0.54069 4.17293 3.02741
O -1.24559 3.27387 3.63815
O -0.91570 3.46669 1.53526
N -2.93375 -3.16923 3.41137
O -1.91402 -3.37596 2.80625
O -3.08698 -3.72073 4.46191
O -3.83692 -2.51775 2.86960
N -3.13937 -3.97664 -2.36824
O -2.92452 -3.25825 -1.43463
O -3.24292 -3.55227 -3.48816
O -3.19469 -5.14081 -2.13814
N 2.18361 -2.56175 4.62675
O 2.79962 -3.61742 4.68832
O 1.82361 -2.08256 3.54417
O 1.99470 -1.92432 5.64099
```

Gap between HOMO and LUMO, eV: 5.90
Net charge: +1

Here are the Löwdin charges for atoms 1 to 2, given in e: number 1, C, carries -0.09; number 2, C, carries -0.27


Entry from the Open Molecules 2025 dataset: a structure of composition C43H23BrF5IN3O4Re (wB97M-V/def2-TZVPD).

Geometry as XYZ:
```
81
C43H23BrF5IN3O4Re, DFT wB97M-V/def2-TZVPD
Re -0.15621 -0.49155 0.46823
Br -6.51049 2.45775 3.93471
C -5.16454 3.62934 3.29866
C -3.86342 3.48017 3.75138
C -2.87103 4.32214 3.27653
C -3.19042 5.31361 2.35470
C -4.50875 5.48262 1.94882
C -5.50037 4.62725 2.39920
N -2.26201 6.30361 1.88508
N -1.11151 6.02199 1.52103
C -0.64065 4.67500 1.45344
C 0.53136 4.40948 2.13034
C 1.05772 3.12290 2.24181
C 0.42825 2.06209 1.60266
O 0.82633 0.82162 1.68087
C -0.71607 2.35771 0.79507
N -1.24445 1.27792 0.13292
C -2.31946 1.44401 -0.61302
C -2.90582 2.70911 -0.78451
C -2.38891 3.80134 -0.14951
C -1.27153 3.64590 0.70811
H -3.62167 2.70139 4.46110
H -1.85320 4.18925 3.61724
H -4.74492 6.29408 1.27230
H -6.52251 4.74279 2.06748
H 1.02568 5.23836 2.62301
H 1.95664 2.93203 2.81123
H -2.71411 0.56753 -1.10868
H -3.76400 2.79971 -1.43575
H -2.82130 4.77927 -0.30547
F -1.66458 -5.43700 4.68668
C -1.04814 -4.62883 3.80993
C 0.04717 -5.07840 3.09194
F 0.48024 -6.33203 3.27804
C 0.69269 -4.25619 2.18822
F 1.74427 -4.73994 1.51560
C 0.26924 -2.93989 1.95318
O 0.87838 -2.15591 1.10028
C -0.84186 -2.53256 2.70128
F -1.28746 -1.25468 2.51496
C -1.49681 -3.33608 3.60878
F -2.54778 -2.87495 4.29298
C 0.88516 -0.10469 -1.00877
C 1.57887 0.18009 -2.02508
C 2.38424 0.33786 -3.09358
C 2.35591 1.59216 -3.86902
C 3.45699 2.03422 -4.60836
C 3.42300 3.24499 -5.28449
C 2.28762 4.04068 -5.24679
C 1.18608 3.61520 -4.51329
C 1.22057 2.41125 -3.83384
C 3.27532 -0.77746 -3.48236
C 3.50566 -1.10402 -4.82134
C 4.25418 -2.22019 -5.16264
C 4.79704 -3.02998 -4.17480
C 4.58088 -2.71234 -2.83984
C 3.82887 -1.60072 -2.49780
H 4.35890 1.43667 -4.63686
H 4.29452 3.56749 -5.84122
H 2.26038 4.98198 -5.78090
H 0.29280 4.22619 -4.47124
H 0.36545 2.08333 -3.25572
H 3.06332 -0.49788 -5.60208
H 4.39550 -2.46783 -6.20729
H 5.37404 -3.90631 -4.44165
H 4.99136 -3.33929 -2.05803
H 3.63797 -1.36603 -1.45793
I 0.44927 -2.73616 -6.84470
C -0.45633 -2.49722 -4.97573
C -1.79568 -2.14142 -4.91385
C -2.39600 -2.00000 -3.67479
C -1.66366 -2.19037 -2.50843
C -0.31985 -2.53387 -2.58840
C 0.28936 -2.69939 -3.82564
C -2.36257 -2.02480 -1.18573
O -3.57468 -2.09168 -1.11206
O -1.59757 -1.71102 -0.17828
H -2.36196 -1.98262 -5.82138
H -3.44531 -1.74872 -3.59383
H 0.26011 -2.66032 -1.68290
H 1.33484 -2.96814 -3.88333
```

<S²>: 1.0217
Multiplicity: 2
Gap between HOMO and LUMO (spin up / spin down), eV: 6.16 / 5.74
Net charge: -1
Relative energy (zero: lowest compared OMol25 entry of this formula, charge and spin), kJ/mol: 0.0

Here are the Löwdin charges for atoms 1 to 2, given in e: number 1, Re, carries 1.52; number 2, Br, carries 0.73


Number 1: energy -4145.39514 hartree. Number 2: energy -5566.99531 hartree.